The molecule C11H9N7O, computed with ωB97M-V/def2-TZVPD.

The electronic energy comes out at -24030.844 eV. As for the SMILES: Nc1nc(O)c2nc(/N=N/c3ccccc3)[nH]c2n1. Its LUMO energy is -1.14 eV. The calculation puts the relative energy (zero: lowest compared OMol25 entry of this formula, charge and spin) at 0.0 kJ/mol. The charge is 0. Its gap between HOMO and LUMO is 0.25727 Eh.

Each line ends with the Löwdin charge.
Cartesian coordinates (Å):
N (-1.1747, -0.5342, 0.8654)  0.198
N (0.5768, 0.5267, -0.4761)  0.101
N (0.8915, 1.3714, 0.4246)  0.090
N (-3.4245, -3.4884, 0.8045)  0.193
N (-2.0533, -3.3699, -1.0832)  0.181
O (-3.3598, -1.8207, 2.4112)  0.099
C (-0.4113, -0.3885, -0.1899)  -0.382
C (-2.9819, -3.9169, -0.3417)  -0.529
C (-2.8725, -2.4053, 1.2980)  -0.300
C (-1.5059, -2.2592, -0.6054)  -0.287
C (3.6647, 4.3697, -0.3426)  -0.071
C (2.8608, 4.3693, 0.8241)  -0.064
C (3.5805, 3.2935, -1.2463)  -0.074
C (1.9749, 3.3028, 1.0824)  -0.006
C (2.6436, 2.3007, -0.9949)  -0.035
C (-1.8792, -1.7232, 0.5826)  -0.164
C (1.8478, 2.2884, 0.1355)  -0.316
N (-3.5274, -5.0775, -0.6978)  0.144
N (-0.5550, -1.4280, -1.0591)  0.189
H (-2.8324, -0.9800, 2.5324)  0.132
H (4.4103, 5.1609, -0.4593)  0.103
H (2.9957, 5.1848, 1.5354)  0.100
H (4.2636, 3.2116, -2.0735)  0.099
H (1.3114, 3.2562, 1.9260)  0.107
H (2.5933, 1.4338, -1.6790)  0.113
H (-4.0261, -5.5147, 0.0648)  0.106
H (-2.9085, -5.6228, -1.2780)  0.102
H (-0.1025, -1.5405, -1.9601)  0.171


The molecule C7H13NO, computed with ωB97M-V/def2-TZVPD.

The electronic energy comes out at -11005.925 eV. As for the SMILES: CC(C)=C(C)CC(N)=O. Its LUMO energy is 0.72 eV. The calculation puts the relative energy (zero: lowest compared OMol25 entry of this formula, charge and spin) at 176.3 kJ/mol. The charge is 0. Its gap between HOMO and LUMO is 0.30152 Eh.

Each line ends with the Löwdin charge.
Cartesian coordinates (Å):
C (-0.0312, -0.3419, 1.6320)  -0.085
C (-1.8193, 0.7373, 0.1558)  -0.081
C (2.0678, 0.9786, -0.2176)  -0.063
C (0.2705, 0.9003, -1.9573)  -0.055
C (0.1679, -1.6119, 0.8491)  -0.467
C (-0.3518, 0.5913, 0.4757)  -0.251
C (0.6460, 0.5491, -0.5350)  -0.302
N (-0.7924, -2.5628, 0.8455)  0.182
O (1.0600, -1.6381, -0.0589)  -0.017
H (-0.7017, -3.3274, 0.1904)  0.116
H (-1.6885, -2.4192, 1.2830)  0.105
H (-0.8564, -0.4275, 2.3432)  0.107
H (0.8834, -0.0732, 2.1711)  0.115
H (-2.4629, 0.3650, 0.9583)  0.066
H (-2.0609, 1.7977, 0.0357)  0.077
H (-2.1746, 0.2069, -0.7403)  0.074
H (2.7757, 0.4341, -0.8491)  0.080
H (2.1948, 2.0423, -0.4389)  0.085
H (1.0819, 0.6386, -2.6424)  0.082
H (-0.6425, 0.3948, -2.2753)  0.069
H (0.0958, 1.9758, -2.0467)  0.091
H (2.3388, 0.7902, 0.8217)  0.071


The molecule C9H11N3OS2, computed with ωB97M-V/def2-TZVPD.

The spin multiplicity is 3. The electronic energy comes out at -37692.980 eV. Its LUMO energy (spin up / spin down) is 0.48 / -3.30 eV. The charge is 0. Its expectation value of S² is 2.03. Its gap between HOMO and LUMO (spin up / spin down) is 0.20729 / 0.19310 Eh.

Each line ends with the Mulliken spin population.
Cartesian coordinates (Å):
C (-4.4422, -0.1527, -0.2039)  0.081
C (-3.7076, 0.6864, 0.6260)  -0.041
C (-3.7335, -0.8591, -1.2500)  -0.020
C (-2.3162, 0.7532, 0.6067)  0.105
C (-2.3852, -0.8110, -1.2921)  0.069
C (-1.6383, 0.0480, -0.3802)  -0.003
C (0.7169, 0.8650, -0.5997)  -0.094
C (3.0855, 1.2295, -1.1414)  0.005
C (2.7205, -1.1210, 0.8336)  0.009
N (-0.2610, -0.0157, -0.5412)  0.440
N (1.9539, 0.3520, -0.8847)  0.067
N (2.1815, -0.9569, -0.4853)  0.037
O (0.5992, -2.7606, 0.2238)  0.183
S (0.4715, 2.4898, -0.3891)  0.519
S (0.6786, -1.7814, -0.8097)  0.628
H (-5.4675, -0.1391, -0.1662)  0.006
H (-4.1501, 1.5304, 1.0919)  0.000
H (-4.2356, -1.2588, -2.1314)  -0.001
H (-1.8030, 1.4440, 1.1724)  -0.002
H (-1.8229, -1.2819, -2.1326)  0.015
H (3.1618, 1.9344, -0.3387)  -0.016
H (3.9840, 0.6662, -1.1383)  0.002
H (2.9035, 1.6455, -2.1157)  0.007
H (1.9981, -0.9087, 1.5810)  0.009
H (2.9107, -2.1898, 0.9499)  -0.001
H (3.5346, -0.5033, 0.7392)  -0.003


A cluster of 5 separate species, C2H16N2O4 in total, computed with ωB97M-V/def2-TZVPD.

The electronic energy comes out at -13501.594 eV. As for the SMILES: NCCN.O.O.O.O. Its LUMO energy is 0.49 eV. The calculation puts the relative energy (zero: lowest compared OMol25 entry of this formula, charge and spin) at 322.1 kJ/mol. The charge is 0. Its gap between HOMO and LUMO is 0.35207 Eh.

Each line ends with the Löwdin charge.
Cartesian coordinates (Å):
C (1.0786, 0.1380, -1.6777)  -0.304
C (1.8906, -0.4963, -0.4663)  -0.231
N (1.1521, -0.9782, 0.8420)  -0.011
N (-0.3663, -0.1347, -1.7312)  -0.043
H (1.3806, 1.2036, -1.6748)  0.082
H (1.6002, -0.3192, -2.6626)  0.132
H (2.3357, -1.4390, -1.0025)  0.107
H (2.8032, 0.2432, -0.4082)  0.122
H (1.8758, -1.2938, 1.4625)  0.051
H (0.5608, -1.7791, 0.4690)  0.051
H (-0.6966, -0.2755, -0.7555)  0.036
H (-1.0274, 0.6082, -2.1543)  0.104
H (-0.8836, -2.0545, -0.8786)  0.043
H (-1.7538, -2.7497, -0.1481)  -0.004
O (-0.8905, -2.9432, -0.3808)  -0.062
H (-2.5128, 1.4997, 2.1913)  0.049
H (-1.1218, 0.9733, 2.3745)  0.053
O (-1.9841, 0.7633, 1.8950)  -0.081
H (-1.3357, 2.1386, -0.7568)  -0.037
H (-2.2552, 1.3526, 0.3111)  0.013
O (-2.0828, 1.6813, -0.6071)  -0.053
H (0.3918, 1.0470, 1.2603)  -0.063
H (1.3222, 1.2381, 2.5141)  0.112
O (0.5188, 1.5764, 1.9848)  -0.067


The molecule C3H5N3, computed with ωB97M-V/def2-TZVPD.

The electronic energy comes out at -7659.056 eV. As for the SMILES: Nc1cn[nH]c1. Its LUMO energy is 1.03 eV. The calculation puts the relative energy (zero: lowest compared OMol25 entry of this formula, charge and spin) at 328.0 kJ/mol. The charge is 0. Its gap between HOMO and LUMO is 0.34920 Eh.

Each line ends with the Löwdin charge.
Cartesian coordinates (Å):
C (-0.5211, -0.0078, -0.0842)  -0.374
C (0.3966, 1.1033, -0.0199)  -0.163
C (0.4377, -0.9514, -0.1123)  -0.099
H (-1.9252, 1.0852, -0.0469)  0.127
H (-2.4749, -0.6978, 0.4575)  0.114
H (-0.1352, 2.0277, -0.1634)  0.100
H (2.5930, -0.8340, -0.1227)  0.093
H (0.1975, -2.0409, 0.3694)  0.152
N (-1.9369, -0.0198, -0.1604)  0.056
N (1.6181, 0.7849, 0.0331)  -0.008
N (1.7503, -0.4493, -0.1501)  0.002


A structure of composition C6H12N2, computed with ωB97M-V/def2-TZVPD.

The electronic energy comes out at -9394.780 eV. Its LUMO energy is 1.02 eV. The calculation puts the relative energy (zero: lowest compared OMol25 entry of this formula, charge and spin) at 199.7 kJ/mol. The charge is 0. Its gap between HOMO and LUMO is 0.31458 Eh.

Each line ends with the Löwdin charge.
Cartesian coordinates (Å):
C (-2.0769, 1.5653, 0.1749)  -0.047
C (-0.5964, -1.4965, -1.1567)  -0.109
C (1.2056, -0.0279, 0.3397)  -0.516
C (-0.7990, 0.7877, 0.0399)  -0.287
N (1.5840, -0.2325, 1.6957)  0.074
N (2.1862, -0.5071, -0.5258)  0.101
C (0.4971, 1.2070, -0.0068)  -0.013
C (-0.6164, -0.6692, 0.1130)  -0.187
H (1.6921, -1.2171, 1.9150)  0.082
H (0.9052, 0.1645, 2.3338)  0.083
H (3.1384, -0.4805, -0.1847)  0.085
H (2.1044, -0.2272, -1.4922)  0.083
H (0.9399, 2.1548, -0.3045)  0.103
H (-1.1525, -1.1854, 0.9193)  0.113
H (-2.7935, 1.0364, 0.8108)  0.077
H (-1.9018, 2.5569, 0.6005)  0.073
H (-2.5449, 1.7213, -0.8022)  0.077
H (0.0160, -2.3988, -1.0414)  0.070
H (-1.6062, -1.8224, -1.4347)  0.067
H (-0.1812, -0.9292, -1.9935)  0.071


What did the third record say?
The molecule C9H11N3OS2, computed with ωB97M-V/def2-TZVPD.

The spin multiplicity is 3. The electronic energy comes out at -37692.980 eV. Its LUMO energy (spin up / spin down) is 0.48 / -3.30 eV. The charge is 0. Its expectation value of S² is 2.03. Its gap between HOMO and LUMO (spin up / spin down) is 0.20729 / 0.19310 Eh.

Each line ends with the Mulliken spin population.
Cartesian coordinates (Å):
C (-4.4422, -0.1527, -0.2039)  0.081
C (-3.7076, 0.6864, 0.6260)  -0.041
C (-3.7335, -0.8591, -1.2500)  -0.020
C (-2.3162, 0.7532, 0.6067)  0.105
C (-2.3852, -0.8110, -1.2921)  0.069
C (-1.6383, 0.0480, -0.3802)  -0.003
C (0.7169, 0.8650, -0.5997)  -0.094
C (3.0855, 1.2295, -1.1414)  0.005
C (2.7205, -1.1210, 0.8336)  0.009
N (-0.2610, -0.0157, -0.5412)  0.440
N (1.9539, 0.3520, -0.8847)  0.067
N (2.1815, -0.9569, -0.4853)  0.037
O (0.5992, -2.7606, 0.2238)  0.183
S (0.4715, 2.4898, -0.3891)  0.519
S (0.6786, -1.7814, -0.8097)  0.628
H (-5.4675, -0.1391, -0.1662)  0.006
H (-4.1501, 1.5304, 1.0919)  0.000
H (-4.2356, -1.2588, -2.1314)  -0.001
H (-1.8030, 1.4440, 1.1724)  -0.002
H (-1.8229, -1.2819, -2.1326)  0.015
H (3.1618, 1.9344, -0.3387)  -0.016
H (3.9840, 0.6662, -1.1383)  0.002
H (2.9035, 1.6455, -2.1157)  0.007
H (1.9981, -0.9087, 1.5810)  0.009
H (2.9107, -2.1898, 0.9499)  -0.001
H (3.5346, -0.5033, 0.7392)  -0.003